Entry from OMol25: C32H36FeN3 as an isolated structure at a distorted geometry (ωB97M-V with the def2-TZVPD basis set).

- E_HOMO (spin up / spin down): 0.495 / -2.695 eV
- HOMO-LUMO gap (spin up / spin down): 2.27 / 5.43 eV
- E_LUMO (spin up / spin down): 0.102 / 0.100 hartree
- Energy: -72617.897 eV
- Multiplicity: 5
- Total charge: -1

Geometry as XYZ:
```
72
C32H36FeN3 | OMol25 | ωB97M-V with the def2-TZVPD basis set
C -3.58429 0.98280 2.32812
C -3.14450 0.67720 0.91710
C -3.91136 -0.44062 0.24811
N -1.75263 0.22712 0.91055
N -1.49562 -1.06728 0.87045
N -0.15978 -1.15583 0.96870
C 0.40620 -2.51704 1.11628
C -0.03754 -3.35154 -0.06665
C -0.09501 -3.14055 2.40722
C 0.42565 0.06394 1.05705
C 1.88471 0.19319 1.08909
C 2.57885 0.36427 2.30818
C 3.96942 0.44150 2.32464
C 4.69451 0.35780 1.12926
C 4.02159 0.17526 -0.08698
C 2.63415 0.08608 -0.10870
C -0.62716 1.00631 1.09363
C -0.74464 2.36817 1.34676
H -4.60047 1.39191 2.32154
H -3.57596 0.06254 2.92383
H -2.91655 1.71014 2.79474
H -3.15644 1.58653 0.31174
H -4.97210 -0.18920 0.20950
H -3.55722 -0.58072 -0.77619
H -3.77330 -1.37888 0.78979
H 1.49142 -2.39834 1.13384
H 0.36517 -4.36607 0.03027
H -1.13086 -3.40676 -0.09546
H 0.32772 -2.92972 -1.00708
H 0.31163 -4.15362 2.50715
H 0.22047 -2.55653 3.27778
H -1.18955 -3.20338 2.38957
H 1.99275 0.42289 3.22725
H 4.49248 0.56679 3.27499
H 5.78137 0.42726 1.14302
H 4.58629 0.10303 -1.01845
H 2.09381 -0.06104 -1.04665
H 0.17393 2.91985 1.50795
H -1.67224 2.85048 1.05037
C -1.79034 2.23216 7.34984
C -2.61639 3.20220 6.65046
C -2.10457 4.52757 6.95040
C -0.96280 4.37999 7.83740
C -0.76866 2.95920 8.08763
Fe -0.68885 3.36784 6.16876
C 1.23647 3.58844 5.76218
C 0.79601 2.23658 5.47117
C -0.30829 2.30762 4.55775
C -0.54713 3.71592 4.20721
C -1.48970 4.18545 3.25157
C -1.49547 5.52814 2.77726
C -2.71896 6.19796 2.47294
C -2.71409 7.44673 1.86896
C -1.50262 8.06649 1.52593
C -0.28859 7.45333 1.85957
C -0.27802 6.22120 2.50058
C 0.41008 4.50026 5.01918
H -1.96570 1.16008 7.38837
H -3.52340 2.98488 6.09093
H -2.56166 5.46827 6.65118
H -0.40996 5.19343 8.30058
H -0.03952 2.52649 8.76825
H 2.08363 3.85900 6.39050
H 1.25893 1.31720 5.82653
H -0.79580 1.49394 4.02999
H -2.36332 3.55942 3.07117
H -3.65645 5.69931 2.73026
H -3.65890 7.95176 1.66208
H -1.50110 9.03702 1.03228
H 0.65940 7.94111 1.63001
H 0.67050 5.73993 2.74579
H 0.51797 5.57623 4.92001
```